(1)
This record from OMol25 describes a single C6H5NO2S molecule. The level of theory is the ωB97M-V functional and the def2-TZVPD basis.

Charge   0
SMILES string   O=NOSc1ccccc1
Relative energy (zero: lowest compared OMol25 entry of this formula, charge and spin)   52.5 kcal/mol
Orbital gap   0.3278 Eh
HOMO   -8.79 eV

Structure (XYZ):
```
15
Properties=species:S:1:pos:R:3:lowdin_charge:R:1
H -0.574 -1.243 -1.687 0.120
O 2.905 0.221 3.699 0.078
C -0.059 1.565 0.074 -0.097
C 0.015 0.736 -0.992 -0.144
N 2.216 1.009 3.188 -0.139
H -0.152 -0.834 2.454 0.110
C -0.171 -1.071 0.369 -0.110
O 0.964 1.105 3.716 -0.487
C 0.055 1.002 1.387 -0.507
H -0.381 -2.190 0.378 0.134
C -0.165 -0.581 -0.922 -0.095
H -0.180 1.190 -1.957 0.112
C -0.025 -0.376 1.501 -0.117
S -0.009 2.083 2.792 0.999
H -0.005 2.725 -0.077 0.144
```

=====

(2)
This record from OMol25 describes a molecular structure, C23H21AuN2O5PS. The level of theory is the ωB97M-V functional and the def2-TZVPD basis.

Charge   +1
Relative energy (zero: lowest compared OMol25 entry of this formula, charge and spin)   0.4 kcal/mol
Multiplicity   3
Expectation value of S²   2.059
Orbital gap (spin up / spin down)   0.2516 / 0.2905 Eh
HOMO (spin up / spin down)   -9.36 / -12.13 eV

Structure (XYZ):
```
54
Properties=species:S:1:pos:R:3:mulliken_spin:R:1
H -2.532 0.957 1.612 0.001
H 4.994 0.944 -2.217 0.000
C -1.748 1.088 -1.693 0.035
H -1.830 -2.816 1.231 -0.003
O 2.459 -3.012 -0.275 0.001
C 0.081 1.667 4.236 0.001
H 0.869 2.023 -1.885 0.050
H 0.353 3.448 0.778 -0.006
C -4.065 1.621 -1.333 0.021
C 4.042 0.878 -1.706 0.299
O -0.343 -1.332 3.742 0.007
H 0.522 4.741 2.881 0.000
C 0.091 1.580 1.808 0.031
H -5.032 1.898 -1.731 0.002
H 3.491 -4.483 -2.398 -0.001
C -3.159 -2.325 -1.506 0.003
N -2.495 -2.689 0.485 -0.002
C 0.266 3.036 4.158 -0.002
C -1.582 0.926 -0.318 -0.008
P -0.029 0.341 0.424 0.167
C 0.005 0.955 3.045 -0.012
C -2.982 1.469 -2.191 -0.003
H 0.326 3.623 5.065 0.000
C 2.963 1.578 -2.140 -0.062
H -5.330 -2.529 -1.058 0.001
N -2.069 -2.433 -0.757 0.036
C -4.305 -2.542 -0.732 0.004
H 4.325 -3.136 -3.250 0.000
H -0.006 1.150 5.182 0.000
S 3.097 -2.397 -1.407 0.009
H 2.582 -0.550 1.111 0.016
C 0.369 3.670 2.922 0.006
C 1.593 0.686 -0.331 0.114
C -3.835 -2.773 0.541 0.007
C -3.910 1.410 0.028 -0.004
H 4.819 0.153 0.139 0.051
H 3.061 2.225 -3.002 0.003
H -4.756 1.514 0.695 0.000
O -0.156 -0.857 1.558 0.018
H 4.976 -3.763 -1.700 0.002
C 2.674 0.044 0.209 0.330
H -3.106 1.633 -3.253 0.001
O 2.198 -1.701 -2.317 0.008
H -3.078 -2.113 -2.559 0.000
C 1.717 1.476 -1.499 0.353
H -0.923 0.904 -2.368 0.009
C -0.179 -0.494 2.916 0.018
C -2.665 1.082 0.544 0.020
H -4.356 -2.993 1.458 0.000
Au 0.006 -1.690 -1.112 0.400
C 3.971 -0.022 -0.524 0.006
C 0.279 2.950 1.738 0.008
C 4.080 -3.577 -2.287 0.006
O 4.262 -1.443 -0.956 0.057
```

=====

(3)
This record from OMol25 describes a molecular structure, C29H31N5O3Ru. The level of theory is the ωB97M-V functional and the def2-TZVPD basis.

Charge   +4
Multiplicity   5
Expectation value of S²   6.034
Orbital gap (spin up / spin down)   0.2079 / 0.0945 Eh
HOMO (spin up / spin down)   -18.31 / -18.30 eV

Structure (XYZ):
```
69
Properties=species:S:1:pos:R:3:mulliken_spin:R:1
N 0.103 3.892 2.608 0.039
C -2.281 -1.220 -0.197 0.058
H -0.723 5.476 3.705 0.001
H 1.598 2.023 -2.631 0.004
H -3.599 1.353 0.532 -0.008
C -3.468 0.683 5.257 0.003
H 4.553 3.460 0.173 0.001
H -3.563 0.710 6.336 0.000
C -3.314 0.407 0.993 0.021
C -1.033 5.782 0.909 0.001
C -4.272 1.522 4.460 0.000
H -4.790 2.093 2.471 0.000
C -3.254 0.561 2.491 0.007
C 2.410 3.956 -3.024 0.197
Ru -0.107 0.621 0.124 2.535
H -1.945 -0.854 5.288 0.000
C 3.085 1.298 -0.395 0.044
C -1.183 4.016 -0.845 -0.016
C -4.312 -0.721 0.575 0.004
H 0.278 3.294 4.587 0.001
H 3.445 5.841 -3.209 -0.006
N -2.043 -0.058 0.366 0.023
H -1.225 2.940 -0.984 0.004
H 0.107 1.952 3.449 -0.002
C 2.273 2.798 -2.288 0.029
H -2.105 -3.748 -1.539 0.001
C -2.439 -0.265 3.291 -0.005
C 0.077 6.229 1.836 0.002
N 1.840 0.486 -0.504 -0.045
H 1.032 6.215 1.306 -0.001
H -1.048 6.366 -0.009 0.001
H -0.099 7.252 2.165 0.000
C -4.161 1.465 3.093 0.002
H -5.082 -0.394 -0.118 0.001
H 4.902 -0.005 -0.287 0.000
C 0.008 -3.643 -2.014 0.024
O 3.373 -0.863 -1.395 0.027
C 3.951 3.611 -0.717 0.037
H -2.013 5.875 1.383 0.001
C 0.567 2.923 3.606 -0.006
H 1.653 2.830 3.581 0.001
C -1.191 -3.170 -1.478 -0.001
H 1.037 5.455 3.611 0.001
H -4.751 -1.252 1.415 0.001
H 4.799 5.527 -1.151 0.004
H 1.840 4.101 -3.933 -0.002
C 3.325 4.943 -2.616 0.261
H -0.464 4.440 -1.547 0.004
C 4.153 0.331 -0.998 0.060
O -0.105 2.254 1.076 0.295
H 4.620 0.708 -1.903 -0.005
C 4.093 4.765 -1.454 0.145
N -0.057 -1.206 -0.778 -0.081
H 0.034 -4.609 -2.504 -0.001
C 1.175 -2.881 -1.924 0.002
C 0.123 5.310 3.036 0.000
H -2.166 4.431 -1.063 0.000
H 2.114 -3.233 -2.331 0.001
H -4.981 2.192 4.929 0.000
C 2.154 -0.655 -1.070 0.026
C 1.093 -1.653 -1.295 0.031
C -1.176 -1.935 -0.858 0.005
H -1.759 -0.975 2.835 -0.002
C 3.051 2.611 -1.134 0.215
C -2.542 -0.207 4.659 -0.004
O -3.470 -1.694 -0.144 0.034
N -0.822 4.367 0.525 0.021
H 3.285 1.474 0.663 0.010
C -0.279 3.531 1.396 -0.003
```

=====

(4)
This record from OMol25 describes a single C6H9Cl molecule. The level of theory is the ωB97M-V functional and the def2-TZVPD basis.

Charge   0
SMILES string   C#C[C@@H](Cl)C(C)C
Relative energy (zero: lowest compared OMol25 entry of this formula, charge and spin)   53.9 kcal/mol
Orbital gap   0.4098 Eh
HOMO   -10.25 eV

Structure (XYZ):
```
16
Properties=species:S:1:pos:R:3:lowdin_charge:R:1
H 1.711 -0.218 0.828 0.081
C -0.933 -0.719 0.157 -0.565
H 1.835 1.391 -0.144 0.082
H -0.429 1.002 -0.733 0.102
C -0.319 1.443 1.381 -0.076
C -0.099 0.562 0.156 -0.544
H 0.380 2.246 1.205 0.060
C 1.423 0.363 -0.128 -0.073
H -0.067 -2.308 -3.225 0.022
Cl -0.183 -2.000 1.177 0.608
H -1.957 -0.707 0.481 0.083
H -0.024 0.823 2.259 0.081
H -1.480 1.748 1.358 0.130
C -0.542 -2.062 -2.321 0.068
C -0.724 -1.380 -1.365 -0.131
H 1.407 -0.183 -1.087 0.071
```

=====

no.,strongest force on any atom (eV/A),energy (Eh)
1,5.152,-834.9068
2,1.095,-2249.6907
3,1.554,-1716.5464
4,5.597,-694.0874